1.
C19H21ClN2O2S | ωB97M-V/def2-TZVPD

Computed properties:
Relative energy (zero: lowest compared OMol25 entry of this formula, charge and spin): 26.32 kJ/mol
LUMO level: 0.499 eV
Multiplicity: 1
Structure (SMILES): O=C(CCSc1ccc(Cl)cc1)N1CCN(c2ccc(O)cc2)CC1
Orbital gap: 8.0 eV

Geometry (Å):
O -0.9070 -3.8079 1.2786
C -1.1078 -2.6373 1.0164
C -2.5263 -2.0990 0.8825
C -2.9550 -2.1399 -0.5788
S -4.5913 -1.3572 -0.8203
C -4.1739 0.3363 -0.4711
C -3.1402 0.9774 -1.1418
C -2.8254 2.2892 -0.8412
C -3.5628 2.9662 0.1187
Cl -3.1641 4.6040 0.4995
C -4.6181 2.3456 0.7700
C -4.9189 1.0292 0.4745
N -0.0882 -1.7686 0.8216
C -0.1533 -0.3807 0.4258
C 0.5627 -0.2151 -0.9288
N 1.9268 -0.6810 -0.8869
C 2.9554 0.1810 -0.4974
C 4.2855 -0.2145 -0.6809
C 5.3352 0.6178 -0.3636
C 5.0953 1.8937 0.1370
O 6.1622 2.6888 0.4379
C 3.7838 2.3089 0.3042
C 2.7302 1.4653 -0.0026
C 1.9693 -2.0681 -0.4694
C 1.2785 -2.2516 0.8896
H -3.1756 -2.7575 1.4614
H -2.6141 -1.0895 1.2868
H -3.0792 -3.1687 -0.9132
H -2.2387 -1.6408 -1.2297
H -2.5860 0.4614 -1.9113
H -2.0206 2.7891 -1.3570
H -5.1922 2.8855 1.5061
H -5.7325 0.5293 0.9762
H -1.1792 -0.0282 0.3466
H 0.3640 0.2185 1.1853
H 0.5320 0.8235 -1.2569
H 0.0394 -0.8244 -1.6765
H 4.5039 -1.1846 -1.0990
H 6.3554 0.3004 -0.5083
H 5.8496 3.5394 0.7675
H 3.5762 3.3002 0.6864
H 1.7292 1.8349 0.1562
H 2.9981 -2.4130 -0.3964
H 1.4498 -2.6705 -1.2224
H 1.2471 -3.3047 1.1706
H 1.8210 -1.6829 1.6540

2.
C64H38O9S | ωB97M-V/def2-TZVPD

Computed properties:
LUMO level: -1.875 eV
Multiplicity: 1
Structure (SMILES): O=C(Cc1cc2c(cc1S)C(=O)c1ccccc1C2=O)c1ccccc1.O=C1c2ccccc2C(=O)c2ccccc21.O=C1c2ccccc2C(=O)c2ccccc21.O=C1c2ccccc2C(=O)c2ccccc21
Orbital gap: 6.7 eV

Geometry (Å):
O 2.1825 3.2014 4.9649
C 1.8411 3.0720 3.6536
C 0.8979 4.2853 2.9930
C -0.3523 3.4684 2.2398
C -1.3771 2.6743 3.2963
C -2.6061 1.7991 2.6552
C -2.7475 1.7689 0.9903
C -1.7620 2.5882 -0.0357
C -0.5187 3.4713 0.6088
S 0.6327 4.4216 -0.5339
C -3.9927 0.8159 0.4092
O -4.7871 1.1590 -0.6078
C -4.1899 -0.6241 1.2357
C -4.4871 -2.0695 0.5040
C -4.6295 -3.4708 1.3947
C -4.4951 -3.4335 3.0574
C -4.1839 -1.9745 3.8094
C -4.0406 -0.5977 2.9013
C -3.6978 0.9044 3.5523
O -4.2663 1.3655 4.6728
C 2.3503 1.7682 2.7433
C 1.3729 0.5378 2.2567
C 1.8655 -0.7364 1.3120
C 3.4354 -0.7663 0.8406
C 4.4093 0.4431 1.3717
C 3.9357 1.7157 2.3067
H 0.5225 5.0557 3.7907
H 1.5916 4.7866 2.1713
H -1.2161 2.7401 4.4720
H -1.9873 2.4981 -1.1867
H 0.4205 4.1026 -1.8843
H -4.5531 -2.0523 -0.6878
H -4.8160 -4.4864 0.8410
H -4.6119 -4.4058 3.7001
H -4.0454 -1.8948 4.9829
H 0.2275 0.5103 2.5753
H 1.0525 -1.5505 0.9975
H 3.7829 -1.6479 0.1533
H 5.5369 0.4053 1.0524
H 4.6296 2.5796 2.6891
O -0.9181 -5.4017 -1.5499
C -0.8782 -5.0325 -2.7171
C -1.5022 -3.7556 -3.1198
C -2.1247 -2.9532 -2.1547
C -2.6813 -1.7268 -2.5203
C -2.6173 -1.2979 -3.8458
C -2.0130 -2.1039 -4.8120
C -1.4599 -3.3380 -4.4494
C -0.8387 -4.1918 -5.4814
O -0.8502 -3.8500 -6.6583
C -0.1978 -5.4585 -5.0761
C 0.4263 -6.2588 -6.0422
C 1.0641 -7.4411 -5.6636
C 1.0812 -7.8266 -4.3234
C 0.4473 -7.0376 -3.3611
C -0.1985 -5.8532 -3.7391
H -2.1736 -3.2789 -1.1171
H -3.1604 -1.1029 -1.7689
H -3.0398 -0.3363 -4.1284
H -1.9713 -1.7649 -5.8459
H 0.4213 -5.9618 -7.0896
H 1.5516 -8.0591 -6.4144
H 1.5866 -8.7432 -4.0270
H 0.4626 -7.3474 -2.3173
O -7.4716 3.8411 -5.4105
C -6.9030 4.6906 -4.7357
C -6.6735 4.4701 -3.2932
C -7.0912 3.2717 -2.6998
C -6.8422 3.0393 -1.3464
C -6.1764 3.9986 -0.5838
C -5.7751 5.2006 -1.1690
C -6.0297 5.4394 -2.5250
C -5.6175 6.7210 -3.1312
O -5.1013 7.5945 -2.4437
C -5.8290 6.9334 -4.5767
C -5.4087 8.1316 -5.1693
C -5.5738 8.3277 -6.5412
C -6.1565 7.3311 -7.3235
C -6.5891 6.1420 -6.7325
C -6.4298 5.9448 -5.3546
H -7.6065 2.5161 -3.2901
H -7.1632 2.1064 -0.8881
H -5.9711 3.8121 0.4680
H -5.2604 5.9470 -0.5663
H -4.9485 8.9122 -4.5657
H -5.2432 9.2570 -7.0002
H -6.2764 7.4800 -8.3945
H -7.0460 5.3702 -7.3499
O 9.6649 -4.0773 6.5520
C 9.0781 -3.3372 5.7722
C 7.7769 -2.7426 6.1403
C 7.2226 -3.0118 7.3984
C 6.0133 -2.4218 7.7689
C 5.3562 -1.5630 6.8881
C 5.8980 -1.3075 5.6274
C 7.1077 -1.9034 5.2503
C 7.6642 -1.6415 3.9081
O 7.0490 -0.9481 3.1062
C 8.9738 -2.2196 3.5475
C 9.5279 -1.9478 2.2895
C 10.7808 -2.4622 1.9524
C 11.4824 -3.2466 2.8674
C 10.9255 -3.5306 4.1162
C 9.6655 -3.0202 4.4552
H 7.7326 -3.6767 8.0933
H 5.5864 -2.6282 8.7479
H 4.4201 -1.0933 7.1817
H 5.3769 -0.6401 4.9430
H 8.9882 -1.3321 1.5719
H 11.2112 -2.2468 0.9768
H 12.4632 -3.6396 2.6083
H 11.4784 -4.1465 4.8237

3.
C4H3Li2O2Sc | ωB97M-V/def2-TZVPD

Computed properties:
Relative energy (zero: lowest compared OMol25 entry of this formula, charge and spin): 210.12 kJ/mol
LUMO level (alpha / beta): -9.283 / -9.214 eV
Net charge: +2
Multiplicity: 1
Orbital gap (alpha / beta): 4.7 / 4.8 eV

Geometry (Å):
O 3.1067 -0.0040 -0.5246
C 1.7989 0.3347 -0.6159
C 0.8124 -0.3775 -0.0207
Sc 3.9143 -0.2507 1.2455
Li -0.1784 -2.0533 -0.5606
H 1.6769 1.4315 -0.7376
C -1.6298 -0.3481 0.5707
C -0.5624 0.1522 -0.1208
O -2.8688 0.0667 0.5384
H -1.4230 -1.2135 1.2427
H -0.7843 0.9798 -0.8185
Li -3.8624 1.2821 -0.1986

Computed values of DFT total energy (unit: Eh) for the preceding records, in sequence: -1855.0051, -3536.0553, -1079.8014.